Below is 11 unconnected molecules or ions with the total composition C3H29NO11, with properties calculated with ωB97M-V/def2-TZVPD.

As for the SMILES: CNCCO.O.O.O.O.O.O.O.O.O.O. The calculation puts the HOMO-LUMO gap at 9.144 eV. The value obtained for the relative energy (zero: lowest compared OMol25 entry of this formula, charge and spin) is 85.4 kcal/mol. The total charge is 0. As for the max |F|: 0.0391 Eh/bohr.

XYZ file:
```
44
Properties=species:S:1:pos:R:3:mulliken_charge:R:1
O 1.96590 0.17403 2.33985 -0.59
O -4.21078 -0.19239 1.23838 -0.63
O -1.09359 2.02128 0.58242 -0.67
O -1.53128 0.42963 2.49354 -0.71
O 0.08948 -3.07187 2.99053 -0.64
O 1.56565 -3.61654 0.91721 -0.72
O 3.27062 -1.42892 0.56452 -0.67
O -2.67445 -2.35164 -1.10804 -0.68
O 1.05589 3.49935 0.17829 -0.59
O -0.71323 -2.02102 -3.63586 -0.63
O -2.09818 -2.09149 1.97448 -0.73
N 0.77672 1.39112 -1.97030 0.06
C -0.13748 1.75573 -3.06613 -0.95
C 1.61806 3.58002 -1.14982 -0.50
C 1.94870 2.18380 -1.76655 -0.74
H -3.61689 0.56628 1.17662 0.33
H 2.63697 -2.09249 0.87194 0.40
H 0.92054 4.04195 -1.84915 0.33
H -0.25238 2.51163 0.34049 0.36
H -1.10510 1.86423 -2.55052 0.24
H -1.80196 2.64509 0.43190 0.30
H 1.61865 2.91848 0.70939 0.31
H 2.57143 4.11372 -1.03637 0.38
H -0.05192 -1.34592 -3.38475 0.28
H -1.06781 1.13041 1.93130 0.42
H -1.25544 -1.93015 -2.83353 0.34
H 2.57683 2.38991 -2.64214 0.34
H -3.40236 -2.86066 -0.71528 0.32
H 2.94830 0.12738 2.33100 0.33
H 0.09624 2.75279 -3.43215 0.30
H -3.71630 -0.88020 1.69503 0.39
H -1.84777 -2.12851 1.03755 0.36
H 0.59099 -2.28342 2.78288 0.34
H 1.10644 -4.29269 1.42493 0.34
H 0.80153 0.39333 -1.87281 0.17
H 2.54828 1.74124 -0.96023 0.31
H -0.84670 -2.82664 3.08290 0.34
H 3.98315 -2.06621 0.41904 0.30
H -2.75425 -1.44493 -0.79265 0.35
H 1.98609 -0.04516 1.38673 0.28
H -0.24188 0.97103 -3.81312 0.33
H -2.08767 -1.09291 2.08508 0.35
H -1.07291 0.18436 3.30488 0.27
H 0.90386 -3.32301 0.28850 0.30
```